(1)
19
Properties=species:S:1:pos:R:3:forces:R:3 method="wB97M-V/def2-TZVPD" multiplicity=1 e_homo_ev="-12.2 / -12.2" lumo_ev="-4.36 / -4.37" largest_force_ev_per_a=3.448 de_lowest_kj_mol=16.5 smiles="[NH3+][C@@H]1C#CC2=C(C=C1F)OC(F)(F)O2" gap_ev="7.88 / 7.88" charge=+1 mol_weight_g_mol=204.13
N 3.139 0.611 0.065 -0.2819 -2.9295 -0.6052
C 1.855 0.348 -0.814 -2.9341 0.9085 1.2695
C 0.840 1.345 -0.476 -2.1231 0.5389 0.7886
C -0.324 1.593 -0.138 1.1612 -0.4483 -1.5554
C -1.555 0.929 0.045 2.4827 -2.2500 0.8144
C -1.343 -0.446 0.280 -1.5033 2.5235 -0.5972
C -0.184 -1.233 0.263 1.9802 -0.6469 -0.3281
C 1.099 -0.867 -0.120 -0.2910 -0.0286 -0.4475
F 2.019 -1.837 0.015 0.6147 -0.7561 0.0417
O -2.562 -1.008 0.486 0.6187 0.1936 0.5966
C -3.489 0.027 0.285 0.1118 -1.3824 -0.2424
F -4.323 0.051 1.271 -0.8623 0.2973 0.7999
F -4.096 -0.311 -0.822 -1.1996 0.3249 -1.0974
O -2.861 1.248 0.132 0.6026 0.4112 0.1626
H 3.629 1.525 0.103 -0.5568 -0.5250 -0.3358
H 3.750 -0.204 -0.205 0.0906 1.2896 0.4203
H 2.737 0.307 0.972 0.7294 0.8545 0.0119
H 1.980 0.253 -1.909 1.0048 -0.1535 0.7401
H -0.312 -2.331 0.567 0.3555 1.7781 -0.4365

(2)
44
Properties=species:S:1:pos:R:3:forces:R:3 method="wB97M-V/def2-TZVPD" multiplicity=1 e_homo_ev=-8.7 lumo_ev=-0.54 largest_force_ev_per_a=0.947 de_lowest_kj_mol=0.0 gap_ev=8.18 mol_weight_g_mol=383.42
C 5.365 4.273 1.769 0.0250 0.0126 -0.0298
C 4.730 3.198 0.941 -0.0336 -0.0175 -0.0160
C 4.518 3.396 -0.419 0.0023 -0.0258 0.0665
C 3.940 2.411 -1.198 0.0313 -0.0518 0.0047
C 3.567 1.200 -0.631 0.0451 -0.0670 -0.0344
C 2.899 0.137 -1.462 0.1721 -0.0043 0.0297
N 1.449 0.211 -1.307 0.5763 -0.2804 -0.0516
C 0.723 1.111 -2.034 -0.7447 -0.0454 0.1400
O 1.137 1.860 -2.869 0.2160 0.1684 -0.1846
S -0.999 1.001 -1.556 -0.1222 0.1038 -0.1104
C -0.659 -0.281 -0.410 -0.8358 -0.1337 0.2181
C -1.516 -0.994 0.344 0.9034 0.1772 -0.2235
C -2.950 -0.865 0.463 -0.4886 -0.2051 0.0416
C -3.607 0.351 0.257 0.0152 -0.1734 0.0267
C -4.964 0.475 0.476 -0.0751 0.0989 -0.0242
C -5.698 -0.616 0.914 0.1071 -0.0126 -0.0163
C -5.076 -1.837 1.102 0.1060 -0.1297 0.0590
C -3.716 -1.976 0.868 -0.0416 0.3364 -0.1507
O -3.142 -3.212 1.084 -0.0390 0.3019 0.2363
C -2.588 -3.862 -0.033 0.0931 -0.1357 -0.2306
C -3.608 -4.461 -0.994 0.1828 -0.0877 -0.3382
O -3.304 -4.967 -2.040 0.1778 -0.0018 0.0359
O -4.862 -4.370 -0.562 -0.5802 0.0774 0.4668
C 0.784 -0.584 -0.397 0.0971 -0.2438 0.1475
O 1.321 -1.423 0.286 0.1057 0.0011 0.0464
C 3.767 0.998 0.728 0.0083 -0.0321 -0.0893
C 4.345 1.988 1.503 0.0010 0.0563 -0.0078
H 4.820 5.209 1.659 0.0051 0.0821 0.0504
H 6.389 4.445 1.440 0.0714 0.0578 0.0471
H 5.381 3.998 2.820 0.0238 0.0346 0.0761
H 4.807 4.334 -0.870 0.0317 0.1105 -0.0529
H 3.771 2.584 -2.251 -0.0286 0.0037 -0.1130
H 3.128 0.269 -2.522 -0.0320 -0.0759 0.1250
H 3.192 -0.862 -1.128 -0.0299 0.1312 -0.1283
H -1.056 -1.766 0.953 0.0879 0.0103 -0.0513
H -3.031 1.212 -0.042 -0.0022 0.1231 0.0350
H -5.447 1.427 0.319 -0.0406 0.0877 -0.0040
H -6.757 -0.519 1.100 -0.0895 -0.0001 0.0178
H -5.630 -2.703 1.427 -0.0361 -0.0869 0.0072
H -1.983 -4.684 0.362 -0.0750 0.1131 -0.1482
H -1.932 -3.208 -0.624 -0.1321 -0.1691 0.0771
H -5.472 -4.774 -1.201 0.3404 0.0087 -0.0965
H 3.468 0.062 1.178 -0.0266 -0.1182 0.0389
H 4.497 1.816 2.559 0.0273 0.0009 0.1075

(3)
16
Properties=species:S:1:pos:R:3:forces:R:3 method="wB97M-V/def2-TZVPD" multiplicity=1 e_homo_ev=-13.8 lumo_ev=-3.31 largest_force_ev_per_a=0.783 de_lowest_kj_mol=291.1 gap_ev=10.46 charge=+1 mol_weight_g_mol=88.13
C -1.674 -1.100 -0.605 -0.0778 -0.2832 -0.4252
C -1.327 0.165 0.034 -0.3179 -0.6992 0.1512
C 1.933 0.363 0.535 0.0265 -0.0041 0.0458
N -1.328 -0.879 0.807 -0.1923 0.4490 -0.0938
N -1.303 1.451 0.013 0.1911 0.4946 0.0904
N 1.245 -0.261 -0.597 0.0601 -0.0665 -0.1748
H -2.705 -1.367 -0.797 -0.0902 0.0852 0.0911
H -0.941 -1.548 -1.263 0.1042 0.1152 0.0671
H 1.646 1.414 0.587 0.0657 0.0001 0.0866
H 1.621 -0.134 1.455 0.0460 0.0887 0.0731
H 3.022 0.306 0.478 -0.0358 0.0515 0.0393
H -0.741 -1.317 1.494 0.1966 0.0151 0.1302
H -1.007 1.987 0.820 -0.0384 -0.0737 -0.0629
H -1.527 1.955 -0.836 0.0550 -0.1431 0.0952
H 1.546 -1.229 -0.669 0.0114 0.1064 -0.1190
H 1.542 0.195 -1.455 -0.0042 -0.1358 0.0057

(4)
84
Properties=species:S:1:pos:R:3:forces:R:3 method="wB97M-V/def2-TZVPD" multiplicity=2 e_homo_ev="-4.2 / -4.3" lumo_ev="2.12 / 1.35" largest_force_ev_per_a=1.372 de_lowest_kj_mol=29.1 gap_ev="6.32 / 5.69" charge=-1 s2=0.762 mol_weight_g_mol=875.60
Y -0.148 1.496 0.670 0.3746 -0.2439 1.0712
C -2.867 -3.190 -3.366 -0.0406 0.0016 0.0032
C -2.630 -2.423 -2.092 -0.0211 0.0072 -0.0043
C -3.547 -1.483 -1.621 0.0087 0.0723 0.0356
C -3.287 -0.737 -0.486 -0.0935 0.0376 -0.1925
C -2.107 -0.896 0.248 -0.0948 0.1598 0.3247
N -1.805 -0.103 1.365 -0.2934 0.2892 -0.1457
C -2.631 -0.194 2.443 0.1636 -0.1299 -0.0657
C -3.625 -1.191 2.580 -0.1003 -0.0698 0.0290
C -4.414 -1.324 3.706 -0.0044 -0.0256 -0.0485
C -4.260 -0.493 4.810 0.0155 -0.0244 0.0040
C -5.068 -0.670 6.071 0.0018 0.0125 -0.0444
C -3.273 0.475 4.710 0.0221 0.0499 0.0408
C -2.498 0.651 3.570 0.1761 0.2275 0.0633
N -1.555 1.735 3.617 -0.0374 -0.2714 -0.0659
C -1.739 2.874 4.306 -0.1137 0.0211 -0.0284
C -0.545 3.548 4.357 0.0900 0.0581 0.0122
C 0.331 2.740 3.633 -0.0022 0.0104 0.0517
N -0.272 1.646 3.166 -0.1548 -0.0995 0.4131
C -1.209 -1.846 -0.230 0.4268 -0.2511 0.0903
C -1.456 -2.586 -1.377 0.0412 -0.0185 -0.1289
N 0.013 -2.094 0.475 -0.2928 0.1476 0.1053
C 0.613 -3.292 0.657 -0.1011 0.0380 -0.0172
C 1.712 -3.080 1.451 0.0754 0.1047 0.1038
C 1.694 -1.696 1.710 0.0364 -0.0592 0.1393
N 0.666 -1.108 1.122 0.0918 -0.1593 -0.4492
H -3.928 -3.214 -3.618 0.0290 0.0020 0.0123
H -2.516 -4.221 -3.284 -0.0030 0.0284 0.0075
H -2.339 -2.729 -4.205 0.0098 0.0279 -0.0035
H -4.467 -1.317 -2.172 0.0223 0.0002 0.0266
H -3.985 0.018 -0.146 -0.0074 -0.0382 -0.0147
H -3.772 -1.880 1.759 -0.0084 0.0087 0.0336
H -5.162 -2.112 3.731 0.0174 0.0140 -0.0112
H -6.032 -1.136 5.855 0.0143 0.0020 -0.0101
H -5.268 0.287 6.558 0.0196 -0.0056 -0.0238
H -4.558 -1.306 6.802 0.0148 0.0062 -0.0287
H -3.082 1.119 5.562 0.0027 -0.0086 -0.0142
H -2.715 3.143 4.672 0.0288 -0.0164 0.0103
H -0.355 4.517 4.782 -0.0100 -0.0121 -0.0416
H 1.365 2.923 3.399 -0.0032 0.0279 -0.0684
H -0.699 -3.275 -1.741 -0.0157 0.0245 0.0354
H 0.193 -4.193 0.243 0.0075 0.0544 0.0076
H 2.410 -3.817 1.811 -0.0209 0.0353 -0.0021
H 2.375 -1.101 2.297 0.0009 -0.0253 -0.0472
S -1.308 6.445 2.237 0.0043 0.0034 -0.1612
Sb -0.948 4.980 0.510 -0.0456 0.0667 0.3750
S 1.182 3.957 0.654 -0.1495 0.0235 -0.1824
S -2.364 3.094 0.605 0.1213 0.1238 -0.0894
C 6.245 0.623 -1.867 0.0199 0.0546 -0.0547
C 5.667 -0.083 -0.647 -0.0039 0.1000 0.0488
N 4.675 0.704 0.071 -0.0797 -0.0233 -0.0396
C 5.163 1.771 0.937 0.0404 -0.0107 -0.0192
C 4.969 3.177 0.375 0.0252 0.0255 -0.0528
C 3.330 0.514 -0.091 -0.0771 0.0290 0.0142
C 2.883 -0.488 -1.119 0.0533 -0.0411 0.0154
N 2.431 1.140 0.586 -0.1477 0.0611 0.1129
H 6.954 -0.025 -2.387 -0.0197 0.0106 0.0252
H 6.771 1.535 -1.580 -0.0192 -0.0270 -0.0096
H 5.453 0.899 -2.566 0.0216 -0.0131 0.0234
H 6.471 -0.319 0.054 0.0269 -0.0168 0.0211
H 5.229 -1.034 -0.934 -0.0354 -0.0251 -0.0183
H 6.226 1.581 1.093 0.0230 0.0014 0.0172
H 4.695 1.682 1.923 -0.0192 0.0119 0.0109
H 5.472 3.271 -0.589 -0.0130 0.0136 0.0472
H 5.394 3.915 1.059 -0.0194 -0.0441 -0.0212
H 3.917 3.429 0.230 0.0151 -0.0373 0.0054
H 3.070 -1.508 -0.769 -0.0008 0.0370 -0.0141
H 3.404 -0.343 -2.068 -0.0182 0.0015 0.0341
H 1.817 -0.362 -1.285 -0.0043 0.0013 -0.0078
H 2.816 1.808 1.246 0.0732 0.0607 -0.0913
N -1.640 -2.135 -8.886 0.0042 -0.0135 0.0226
C -1.439 -1.706 -7.838 0.0832 0.1985 0.3683
C -1.183 -1.159 -6.521 -0.0542 -0.2227 -0.3434
C -2.047 -0.211 -5.976 -0.0713 0.0895 0.0741
C -1.805 0.307 -4.717 -0.0593 -0.0014 -0.0448
C -0.695 -0.106 -3.969 0.0703 0.0460 0.1596
C 0.158 -1.068 -4.528 -0.0001 -0.0111 -0.0238
C -0.079 -1.588 -5.787 0.0574 -0.0198 0.0627
C -0.438 0.445 -2.673 0.0289 0.1027 -0.1881
C -0.229 0.955 -1.580 -0.0994 -0.5637 -1.2471
H -2.906 0.117 -6.547 0.0008 0.0058 0.0135
H -2.471 1.044 -4.289 -0.0017 -0.0045 -0.0100
H 1.016 -1.395 -3.954 -0.0033 -0.0128 -0.0183
H 0.587 -2.328 -6.212 0.0007 0.0098 0.0209

(5)
62
Properties=species:S:1:pos:R:3:forces:R:3 method="wB97M-V/def2-TZVPD" multiplicity=1 e_homo_ev=-8.2 lumo_ev=0.60 largest_force_ev_per_a=1.377 de_lowest_kj_mol=0.0 smiles="Cn1c(=O)c2c(nc(CN3CCC(C(N)=O)CC3)n2CCCc2ccccc2)n(C)c1=O" gap_ev=8.82 mol_weight_g_mol=438.53
C -6.115 -0.292 -1.572 -0.2268 0.0511 -0.2078
N -4.959 -0.432 -0.702 -0.1756 0.0449 -0.1682
C -3.737 0.062 -1.172 0.2807 -0.0011 0.0985
O -3.640 0.587 -2.267 0.1045 0.0442 -0.1355
C -2.696 -0.142 -0.213 -0.3670 -0.3770 0.6780
C -2.922 -0.780 0.998 0.6033 0.6772 -1.0354
N -1.775 -0.891 1.698 -0.2566 -0.2662 0.4343
C -0.849 -0.327 0.938 -0.1215 0.0633 -0.1316
C 0.579 -0.238 1.349 0.2845 0.0602 -0.0115
N 1.475 -0.647 0.281 0.0298 -0.1238 0.1906
C 2.864 -0.350 0.594 0.1594 0.2349 -0.0484
C 3.740 -0.608 -0.628 0.0779 -0.1902 0.2588
C 3.597 -2.047 -1.131 0.0076 0.2743 0.0249
C 4.253 -3.046 -0.180 -0.0854 0.0281 -0.5407
N 4.342 -4.298 -0.692 0.0639 -0.5046 -0.0680
O 4.672 -2.782 0.923 0.1546 0.1877 0.4164
C 2.107 -2.363 -1.318 -0.0295 -0.1055 0.1534
C 1.332 -2.056 -0.041 -0.0930 -0.0673 -0.2700
N -1.346 0.144 -0.226 -0.0390 -0.2835 0.3750
C -0.644 0.812 -1.293 0.1872 0.5830 -0.6686
C -1.063 2.278 -1.428 -0.0498 -0.1002 0.2602
C -0.744 3.115 -0.190 -0.0492 0.0155 -0.2364
C 0.713 3.184 0.185 -0.0595 0.0266 0.1521
C 1.067 3.256 1.529 0.0498 0.0944 -0.0369
C 2.392 3.356 1.915 0.0292 0.0144 0.0836
C 3.393 3.378 0.958 0.0925 0.0388 0.0266
C 3.054 3.310 -0.382 0.1143 0.0204 -0.0270
C 1.727 3.218 -0.764 -0.0339 -0.0232 0.0003
N -4.153 -1.224 1.367 -0.0563 -0.0501 0.0059
C -4.339 -1.875 2.644 -0.1044 -0.1434 0.2459
C -5.218 -1.059 0.509 0.1103 -0.0672 0.1943
O -6.333 -1.443 0.789 -0.3054 -0.0571 -0.0048
H -6.522 -1.275 -1.809 -0.0168 0.0623 0.0093
H -6.886 0.292 -1.070 0.0084 -0.0496 -0.0441
H -5.785 0.211 -2.478 -0.0628 -0.0653 0.1084
H 0.816 0.802 1.600 0.0132 -0.1643 0.0340
H 0.695 -0.847 2.261 -0.0492 0.0856 -0.0565
H 2.937 0.705 0.869 -0.0187 -0.0380 0.0109
H 3.226 -0.957 1.436 -0.0454 0.0758 -0.0030
H 3.445 0.076 -1.426 0.0090 0.0336 -0.0290
H 4.779 -0.412 -0.364 0.0260 0.0469 -0.0408
H 4.107 -2.142 -2.097 -0.0306 -0.0266 0.0631
H 4.046 -4.524 -1.624 -0.0034 0.0507 0.0224
H 4.772 -5.018 -0.135 -0.0204 0.0548 -0.0043
H 1.959 -3.409 -1.590 -0.0311 0.0067 -0.0584
H 1.715 -1.738 -2.123 -0.0262 -0.0299 -0.0381
H 0.271 -2.274 -0.192 0.0459 -0.0777 0.0202
H 1.698 -2.694 0.782 -0.0783 0.0026 0.0370
H -0.885 0.297 -2.228 0.1169 -0.0034 0.0958
H 0.424 0.721 -1.085 -0.2167 -0.0526 -0.1041
H -2.135 2.319 -1.622 0.0614 0.0399 -0.0920
H -0.563 2.690 -2.304 -0.0198 -0.0008 -0.0827
H -1.308 2.726 0.663 -0.0294 0.0629 0.0156
H -1.099 4.135 -0.369 -0.0745 -0.0492 0.0761
H 0.292 3.243 2.283 -0.0912 -0.0301 0.0523
H 2.644 3.412 2.964 0.0252 0.0035 0.0886
H 4.428 3.449 1.255 0.0929 0.0031 0.0229
H 3.828 3.331 -1.135 0.0670 0.0039 -0.0702
H 1.487 3.180 -1.816 -0.0462 -0.0323 -0.1284
H -3.638 -2.704 2.734 -0.0292 0.0059 0.0444
H -4.152 -1.167 3.452 -0.0098 -0.0500 0.0253
H -5.366 -2.233 2.689 0.1372 0.0333 0.0176

(6)
86
Properties=species:S:1:pos:R:3:forces:R:3 method="wB97M-V/def2-TZVPD" multiplicity=1 e_homo_ev=-8.6 lumo_ev=0.46 largest_force_ev_per_a=15.290 de_lowest_kj_mol=65.1 smiles=COCCNCCOC.COCCNCCOC.OCCO.OCCO.CCO.CCO gap_ev=9.03 mol_weight_g_mol=482.66
C 2.891 -4.487 -1.764 -0.3941 -0.3344 -0.7160
O 1.780 -3.640 -2.067 1.9117 -0.3058 -0.0157
C 0.561 -4.103 -1.631 -0.8969 0.9502 1.1650
C -0.408 -2.919 -1.597 -0.4612 0.2697 1.5715
N -1.582 -3.264 -0.732 0.1249 0.2571 1.1741
C -2.811 -2.512 -1.013 0.3286 0.0107 -1.5477
C -2.602 -1.019 -0.896 9.7897 -6.7466 1.7375
O -3.529 -0.317 -1.152 -11.4931 8.3742 -3.2160
C -3.226 1.073 -1.145 -5.0275 0.4144 1.5297
H 2.789 -5.481 -2.223 -0.1562 0.2249 -0.2609
H 3.037 -4.714 -0.703 -0.1228 0.6512 0.1332
H 3.720 -3.969 -2.231 0.4367 -0.1628 0.2969
H 0.691 -4.439 -0.603 -0.3747 -0.4401 0.1786
H 0.235 -4.884 -2.280 -0.5842 -0.8271 -0.3276
H -0.721 -2.596 -2.580 -0.3154 -0.2489 -0.3543
H 0.104 -2.029 -1.166 0.0652 -0.5300 -0.2611
H -1.322 -3.102 0.293 -0.2530 -0.5534 -2.1445
H -3.667 -2.826 -0.441 -0.0802 -0.3110 0.7330
H -3.145 -2.709 -2.046 0.3294 -0.1102 0.0659
H -1.838 -0.729 -1.636 1.4909 -0.6735 0.4391
H -2.279 -0.825 0.108 1.4035 -0.0451 1.3161
H -2.320 1.341 -1.545 2.3643 0.2084 -1.1264
H -3.340 1.484 -0.109 0.5643 -0.4913 -0.4871
H -4.093 1.569 -1.676 1.1601 -0.4906 0.2064
C 3.848 0.454 0.587 0.2472 0.5374 -0.9133
O 2.732 1.333 0.627 0.4390 -1.5049 0.7674
C 2.930 2.501 -0.111 1.0363 -0.0302 1.7062
C 1.688 3.311 -0.019 0.8108 -1.7362 -1.8948
N 2.034 4.418 -0.854 -1.5254 1.7850 0.3868
C 0.878 5.297 -0.767 -0.4368 -2.1382 -2.5446
C 1.087 6.521 -1.516 10.9141 -5.9988 -0.7042
O 0.263 7.379 -1.466 -11.6822 9.8599 -0.2764
C -0.806 7.211 -2.400 0.8276 -1.7848 -0.4529
H 4.175 0.340 -0.451 -0.1056 -0.3336 0.0373
H 3.652 -0.491 1.040 -0.7340 -0.6603 0.0817
H 4.708 0.815 1.110 0.5089 0.8701 0.5917
H 3.211 2.228 -1.119 0.1334 0.2762 -0.4478
H 3.723 3.111 0.392 -0.1754 -0.4743 -0.6939
H 1.530 3.543 1.015 -0.3582 0.5363 0.4111
H 0.849 2.739 -0.467 0.0031 0.2293 0.6647
H 2.033 4.111 -1.819 0.3386 -0.2320 -0.0537
H 0.707 5.638 0.173 -0.2631 0.5819 3.2554
H -0.035 4.767 -1.045 -0.3480 -0.2686 -0.2702
H 1.601 6.482 -2.485 -0.2175 -1.1316 -0.8482
H 1.924 6.909 -0.962 1.2209 0.3483 0.4932
H -0.392 7.091 -3.386 0.7234 -0.4301 -0.5944
H -1.450 7.999 -2.584 -1.0365 2.1863 0.8842
H -1.428 6.328 -2.237 0.1683 -0.1025 0.4516
O 0.124 0.748 0.908 -0.7933 -0.2255 -0.5077
C 0.056 1.088 2.271 2.8872 -0.0159 -0.6969
C -1.241 0.829 2.794 -2.5386 -0.7116 1.1998
O -1.437 1.241 4.171 0.2938 -0.5479 -1.0341
H 1.056 0.902 0.701 0.2228 -0.2066 -0.4037
H 0.782 0.424 2.750 0.3269 0.7068 0.6920
H 0.264 2.156 2.339 0.5022 0.1610 0.6144
H -1.463 -0.231 2.689 -0.2236 -0.0734 0.3814
H -1.910 1.351 2.147 -1.0723 0.3681 -0.4076
H -1.415 2.198 4.135 -0.0196 0.2688 0.2823
O -2.778 -4.445 2.551 0.8271 -0.3367 -0.2129
C -3.256 -3.129 2.267 -0.4280 -1.5928 -1.5875
C -3.510 -2.514 3.537 1.2657 0.9881 1.5770
O -4.128 -1.288 3.268 -0.2151 0.4877 0.1254
H -2.928 -5.049 1.806 0.0693 0.5049 0.1596
H -2.655 -2.445 1.659 0.3241 -0.5812 -0.1111
H -4.190 -3.307 1.789 -0.9208 0.4601 -0.8046
H -2.508 -2.394 4.015 -0.6310 0.1093 0.1997
H -4.108 -3.180 4.119 -0.5366 -0.3339 0.7482
H -4.025 -0.737 4.043 -0.0597 0.3328 0.1286
C 0.946 0.208 -2.804 -2.3733 0.4073 -0.3573
C 2.198 -0.267 -2.216 1.9186 0.4993 0.8151
O 2.684 -1.404 -2.899 1.0710 1.7242 -0.6309
H 0.269 -0.606 -3.019 -0.1227 -0.5959 0.1982
H 1.032 0.653 -3.781 0.5335 0.5107 -0.3312
H 0.337 0.865 -2.166 0.4633 0.1486 0.0420
H 2.138 -0.445 -1.133 -0.4792 -0.3033 -0.1712
H 2.945 0.590 -2.233 -0.4124 -1.1502 -0.4768
H 2.399 -2.200 -2.463 -0.6665 -0.5916 0.3931
C 1.502 -2.339 1.720 3.2191 1.0664 -0.4358
C 0.214 -2.692 2.257 -2.6149 -0.4048 1.2654
O -0.150 -4.041 1.986 1.4938 -0.2245 -0.2747
H 2.359 -2.842 2.260 -0.9629 0.0047 -0.8201
H 1.757 -1.262 1.873 -0.6541 -0.6311 -0.0377
H 1.544 -2.477 0.641 0.2838 -0.3065 -0.0934
H -0.618 -2.120 1.786 0.7637 0.5851 0.6018
H 0.273 -2.523 3.353 -0.5455 0.0738 -0.3617
H -0.963 -4.257 2.446 -0.4947 -0.0492 0.2060